1.
The following is a DFT calculation (wB97M-V/def2-TZVPD) of a single C4H6NP molecule at a distorted geometry.

```
12
Properties=species:S:1:pos:R:3:nbo_charge:R:1
C -0.772 -2.356 -1.618 -0.339
C -0.380 -1.000 -0.377 0.453
C 1.012 -0.550 -0.716 -0.716
C -1.366 0.010 0.150 -0.681
N -1.175 -2.113 -0.385 -0.488
P -0.608 -2.342 -3.170 0.285
H 1.810 -0.772 -0.029 0.263
H 0.851 0.580 -0.851 0.239
H 1.183 -1.184 -1.615 0.275
H -1.026 0.876 0.597 0.213
H -2.221 -0.515 0.672 0.256
H -1.619 0.478 -0.752 0.240
```

Computed properties:
- Kohn-Sham gap (spin up / spin down) (eV) = 7.5 / 7.5
- energy relative to the best compared isomer or geometry (same formula, charge and spin) (eV) = 3.851
- lowest unoccupied orbital energy (spin up / spin down) (eV) = -0.459 / -0.458
- E_HOMO (spin up / spin down) (eV) = -7.9 / -7.9

=====

2.
The following is a DFT calculation (wB97M-V/def2-TZVPD) of C8H12F6N3O4S6SbV as an isolated structure at a distorted geometry.

```
41
Properties=species:S:1:pos:R:3:nbo_charge:R:1
V 0.942 -1.105 -0.398 0.619
F 0.644 -3.141 4.054 -0.269
C 1.413 -2.340 3.353 0.781
F 2.217 -1.657 4.142 -0.272
F 2.120 -3.015 2.453 -0.290
S 0.378 -1.069 2.461 2.216
O 1.338 -0.311 1.666 -0.917
O -0.416 -0.431 3.440 -0.824
N -0.474 -1.739 1.240 -1.198
S -0.397 -3.258 0.789 2.218
O -0.364 -4.298 1.741 -0.811
O 0.712 -3.153 -0.189 -0.864
C -1.939 -3.431 -0.241 0.773
F -1.662 -4.255 -1.233 -0.275
F -2.910 -3.902 0.503 -0.266
F -2.269 -2.237 -0.729 -0.294
S 3.796 -2.603 -3.771 -0.454
Sb 3.203 -0.640 -3.014 1.354
S 0.516 -1.208 -2.379 0.093
S 3.060 -0.784 -0.501 -0.114
S 3.098 1.469 -3.604 -0.517
C 0.943 1.948 -0.458 -0.270
C 0.334 3.378 -0.456 -0.252
N -1.118 3.335 -0.518 -0.390
C -1.530 2.613 -1.706 -0.251
C -0.993 1.159 -1.672 -0.253
N -0.149 0.918 -0.455 -0.417
C -1.033 1.199 0.723 -0.266
C -1.634 2.629 0.639 -0.246
H 1.562 1.779 0.420 0.229
H 1.551 1.782 -1.347 0.232
H 0.706 3.944 -1.310 0.221
H 0.629 3.913 0.446 0.220
H -1.148 3.130 -2.586 0.219
H -2.618 2.618 -1.768 0.221
H -0.372 0.997 -2.551 0.218
H -1.794 0.419 -1.673 0.217
H -0.433 1.138 1.620 0.219
H -1.808 0.435 0.755 0.221
H -1.380 3.186 1.541 0.221
H -2.720 2.589 0.572 0.218
```

Computed properties:
- Kohn-Sham gap (spin up / spin down) (eV) = 5.8 / 5.8
- lowest unoccupied orbital energy (spin up / spin down) (eV) = -6.157 / -6.155
- E_HOMO (spin up / spin down) (eV) = -11.9 / -11.9
- net charge = +1

=====

3.
The following is a DFT calculation (wB97M-V/def2-TZVPD) of a single C21H20BrN3O4S molecule at a distorted geometry.

```
50
Properties=species:S:1:pos:R:3:nbo_charge:R:1
O -4.047 -4.285 -0.378 -0.581
O -0.015 0.809 1.392 -0.646
O 3.891 0.501 -2.592 -0.599
Br -2.633 0.318 5.497 0.064
O 3.120 2.627 -2.286 -0.661
S -3.509 -1.758 -0.493 0.389
C -3.835 -3.258 0.247 0.454
C -0.417 0.829 0.216 0.776
C 3.240 1.312 -1.951 0.787
C -2.164 0.847 -4.069 -0.225
C -0.961 0.129 -4.398 -0.217
C -3.630 -1.535 3.446 -0.300
C -2.476 1.105 -2.701 -0.235
C 0.048 -0.082 -3.409 -0.239
C -2.910 0.662 2.679 -0.216
C -3.074 -0.259 3.711 -0.050
C -3.595 -1.017 1.055 -0.254
C -3.756 -1.935 2.149 0.224
C -1.501 0.866 -1.691 0.117
C -0.191 0.424 -2.042 0.149
C -3.181 0.309 1.303 -0.008
N -4.225 -3.149 1.597 -0.608
N -1.601 1.211 -0.393 -0.416
N 0.494 0.345 -0.761 -0.419
C -2.899 1.396 0.253 -0.224
C 5.541 -0.260 2.303 -0.604
C 1.884 -0.144 -0.577 -0.224
C 4.174 0.051 1.619 -0.414
C 4.276 0.270 0.172 -0.358
C 2.949 0.867 -0.540 -0.332
H 3.396 2.736 -3.133 0.488
H -2.981 0.932 -4.760 0.219
H -0.828 -0.245 -5.381 0.219
H -3.875 -2.224 4.295 0.239
H -3.459 1.633 -2.377 0.214
H 0.914 -0.679 -3.573 0.228
H -2.569 1.635 2.856 0.226
H -4.315 -3.974 2.186 0.423
H -3.717 1.279 -0.474 0.233
H -2.868 2.310 0.737 0.223
H 5.539 -0.118 3.445 0.216
H 6.334 0.441 2.023 0.207
H 5.754 -1.345 2.089 0.205
H 2.259 -0.975 -1.242 0.238
H 1.783 -0.723 0.335 0.237
H 3.707 0.925 2.114 0.200
H 3.617 -0.796 1.796 0.198
H 4.545 -0.781 -0.150 0.212
H 5.097 0.979 -0.150 0.214
H 2.668 1.794 0.008 0.232
```

Computed properties:
- Kohn-Sham gap (eV) = 8.6
- energy relative to the best compared isomer or geometry (same formula, charge and spin) (eV) = 1.923
- lowest unoccupied orbital energy (eV) = 0.439
- E_HOMO (eV) = -8.1
- SMILES string = CCC[C@H](Cn1c(=O)n(Cc2cc(Br)cc3[nH]c(=O)sc23)c2ccccc21)C(=O)O

=====

4.
The following is a DFT calculation (wB97M-V/def2-TZVPD) of an isolated ion of composition C6H9NO and charge -1 at a distorted geometry.

```
17
Properties=species:S:1:pos:R:3:nbo_charge:R:1
O -1.975 1.313 -1.649 -0.911
C -1.632 0.072 -1.415 0.186
C -0.138 -0.299 -1.491 -0.508
C -0.820 -0.472 -0.181 -0.312
C -0.737 0.532 0.963 -0.491
C 0.498 0.396 1.871 0.084
N 1.591 -0.251 1.584 -0.430
C 2.371 -0.339 0.518 -0.180
H -2.301 -0.709 -1.898 0.075
H 0.554 0.516 -1.599 0.190
H 0.186 -1.219 -2.002 0.176
H -1.000 -1.474 0.193 0.180
H -1.619 0.313 1.557 0.205
H -0.871 1.533 0.469 0.261
H 0.431 0.860 2.848 0.154
H 2.406 0.413 -0.237 0.165
H 3.056 -1.187 0.471 0.157
```

Computed properties:
- Kohn-Sham gap (spin up / spin down) (eV) = 6.0 / 6.0
- energy relative to the best compared isomer or geometry (same formula, charge and spin) (eV) = 1.979
- <S²> = 0.772
- lowest unoccupied orbital energy (spin up / spin down) (eV) = 3.949 / 3.926
- E_HOMO (spin up / spin down) (eV) = -2.1 / -2.0
- net charge = -1
- multiplicity = 2

=====

- What is the formula in the second record?
  C8H12F6N3O4S6SbV